Here is a cluster of 12 separate species, C53H139N9O19 in total from the OMol25 dataset. Energies are from ωB97M-V/def2-TZVPD.

```
220
Properties=species:S:1:pos:R:3:forces:R:3
O 8.621 23.654 -39.109 -0.45 -0.90 0.45
O 10.778 29.387 -39.046 -0.08 0.16 0.44
O 15.406 27.406 -33.300 0.60 -0.52 0.21
O 9.414 30.672 -35.047 -1.04 -0.70 0.18
O 5.930 26.967 -31.845 0.18 -0.31 -0.51
O 3.971 32.068 -33.196 -0.03 0.72 -0.02
O 7.688 32.174 -29.579 0.16 -0.62 -0.24
O 6.238 27.594 -37.258 0.78 -0.06 -0.81
O 16.097 22.280 -30.646 0.31 -0.55 -0.23
O 12.987 26.423 -34.666 -0.16 -0.69 0.09
O 15.991 32.199 -30.535 -0.60 0.49 0.25
O 7.929 27.440 -29.256 -0.41 -0.21 -0.56
O 4.630 21.382 -30.436 0.27 0.43 0.61
O 11.891 36.194 -40.307 1.02 -0.11 -0.71
O 9.079 33.503 -34.721 0.18 -0.44 0.00
O 9.656 24.429 -32.054 0.34 0.39 0.18
O 13.828 26.760 -30.436 0.63 0.08 -0.30
O 12.991 31.269 -43.073 -0.11 0.34 0.17
O 2.825 29.515 -27.258 0.43 0.18 0.28
N 10.897 31.013 -32.600 -1.38 0.29 -0.33
N 7.580 22.361 -32.327 0.90 0.72 -1.21
N 7.864 25.231 -36.722 -0.20 0.43 1.90
N 13.411 29.882 -40.255 -0.05 0.87 -1.03
N 4.902 28.227 -29.137 0.76 -0.70 0.03
N 4.431 30.785 -30.406 0.20 1.25 0.52
N 12.386 34.774 -37.858 -0.96 -0.68 -0.92
N 15.188 24.848 -28.881 -1.00 0.28 0.80
N 14.282 30.687 -32.012 0.24 -1.37 0.72
C 11.495 37.148 -41.290 -1.04 -0.40 1.36
C 2.758 28.222 -27.810 0.03 -0.70 -0.07
C 9.255 27.009 -28.981 -0.63 0.17 0.53
C 14.932 22.512 -29.892 -0.09 0.03 0.79
C 13.944 25.413 -28.364 -1.24 0.53 -1.34
C 9.132 24.517 -36.983 -1.20 1.43 -0.66
C 12.833 26.000 -31.114 0.25 0.66 0.34
C 15.430 31.103 -29.820 1.16 -0.12 -0.02
C 5.708 28.184 -32.542 -0.81 -0.02 1.27
C 10.902 30.029 -37.785 -0.07 -0.81 0.18
C 12.353 30.885 -40.180 -0.21 1.66 1.19
C 15.238 23.392 -28.660 0.83 0.44 -1.30
C 8.264 24.700 -32.023 -0.29 -0.40 1.25
C 10.834 35.447 -39.791 -0.12 -0.05 1.80
C 11.338 34.365 -38.799 -1.04 -0.32 -0.59
C 14.336 29.351 -32.658 0.65 1.47 -0.52
C 13.755 29.448 -41.631 -1.07 -0.89 1.03
C 3.214 31.021 -32.642 -0.05 0.21 -0.41
C 9.343 29.693 -34.028 0.58 0.11 1.39
C 16.564 26.589 -33.361 -0.04 0.17 0.61
C 10.529 28.665 -32.071 0.11 -0.29 -0.33
C 13.697 26.791 -29.031 0.13 0.20 0.82
C 7.110 27.422 -28.110 0.31 -0.66 0.68
C 9.026 31.699 -29.486 0.66 1.51 -0.82
C 8.755 23.266 -37.745 1.36 0.41 -0.22
C 12.754 27.444 -35.599 0.29 1.01 -0.04
C 10.618 29.693 -33.205 1.28 0.71 0.92
C 6.779 31.153 -29.947 -0.16 0.22 0.74
C 3.214 31.095 -31.127 -0.30 -1.59 -0.37
C 1.830 30.389 -27.762 -0.07 -0.60 -0.05
C 15.580 28.485 -32.403 -1.28 1.24 -0.29
C 13.430 32.477 -43.691 -0.39 -0.96 -0.26
C 7.473 23.720 -32.910 -0.49 0.75 1.44
C 6.824 22.064 -31.120 -0.53 -0.42 -0.80
C 5.614 27.220 -28.332 0.02 0.47 0.34
C 8.005 26.469 -35.960 -0.88 -0.49 0.14
C 8.143 30.761 -35.683 0.37 1.48 -1.46
C 10.310 24.633 -33.290 0.26 -0.09 0.28
C 8.286 22.545 -39.935 -0.63 0.99 -0.21
C 3.462 28.023 -29.167 -0.39 0.69 1.07
C 10.131 33.880 -37.958 -0.12 -0.82 -0.71
C 5.328 22.142 -31.387 -0.29 0.62 -1.03
C 14.096 30.476 -42.675 0.70 -0.01 -0.27
C 5.487 28.776 -37.303 0.65 0.70 0.55
C 5.481 31.813 -30.386 0.36 -1.11 -0.11
C 3.380 20.918 -30.864 0.30 -0.22 -0.82
C 6.714 27.258 -35.964 -1.19 0.77 0.41
C 8.730 33.812 -33.383 -0.42 0.70 -0.07
C 16.369 23.174 -31.679 0.01 1.00 -0.33
C 14.201 30.586 -30.531 0.24 0.19 -0.91
C 3.681 32.386 -34.545 0.06 -0.55 0.17
C 16.822 33.065 -29.754 -0.25 -1.30 -0.89
C 10.929 30.298 -40.127 1.51 -1.02 -0.56
H 5.818 26.828 -35.497 0.58 -1.01 0.34
H 12.695 27.176 -28.798 -0.07 -0.22 0.24
H 12.574 32.999 -44.115 -0.20 -0.01 0.35
H 7.328 25.506 -37.534 0.49 -0.58 -0.56
H 1.714 27.913 -27.937 -0.11 0.02 0.05
H 4.602 28.724 -36.657 -0.09 0.00 -0.08
H 13.215 34.967 -38.405 0.04 0.71 0.33
H 16.478 29.064 -32.645 0.15 -0.11 -0.02
H 9.527 32.213 -28.664 -0.28 -0.58 0.57
H 14.039 32.199 -44.556 0.49 0.33 0.13
H 13.457 28.750 -32.426 -0.15 0.16 -0.14
H 2.694 21.723 -31.154 -0.06 0.03 0.39
H 6.421 24.000 -32.847 0.05 0.25 -0.47
H 14.374 29.681 -33.699 -0.37 -0.85 -0.31
H 13.941 33.090 -42.951 0.25 0.21 -0.22
H 3.573 30.042 -32.987 0.19 0.04 0.05
H 6.585 28.834 -32.498 0.05 0.03 -0.38
H 2.170 31.074 -32.985 -0.04 0.18 0.03
H 5.275 32.559 -29.619 -0.23 0.40 -0.40
H 10.824 37.817 -40.736 -0.18 0.31 -0.59
H 9.207 33.194 -32.622 0.09 -0.13 -0.12
H 9.664 27.654 -28.198 0.41 0.14 -0.20
H 11.966 35.580 -37.407 0.88 0.32 0.17
H 9.530 22.495 -37.656 0.08 0.00 -0.06
H 11.726 27.392 -35.960 0.08 -0.27 -0.04
H 15.143 25.134 -29.855 0.56 -0.52 -0.17
H 10.975 29.637 -41.000 -0.83 0.14 -0.11
H 16.364 25.702 -33.959 -0.09 0.10 -0.10
H 10.841 27.690 -32.452 -0.34 -0.17 0.09
H 5.215 29.063 -38.316 -0.12 -0.58 -0.12
H 16.987 22.710 -32.448 -0.10 -0.31 0.11
H 9.151 30.619 -29.524 -0.23 -0.10 0.45
H 11.182 28.881 -31.222 0.25 0.31 -0.23
H 9.273 25.993 -28.573 -0.12 -0.14 -0.17
H 7.643 33.787 -33.241 0.01 -0.23 0.05
H 7.054 22.680 -30.244 0.18 -0.14 0.12
H 10.503 33.159 -37.232 0.00 0.42 0.45
H 8.052 25.772 -31.970 -0.06 0.07 -1.19
H 9.152 21.928 -40.178 0.02 -0.07 0.07
H 5.015 23.196 -31.464 -0.26 0.03 0.80
H 6.140 29.592 -36.957 -0.45 0.06 0.16
H 9.992 23.849 -33.976 0.29 0.10 -0.35
H 14.133 29.522 -30.296 -0.51 0.09 0.38
H 12.324 37.735 -41.671 0.29 -0.37 0.04
H 12.926 28.847 -42.037 0.04 0.00 -0.22
H 13.458 27.429 -36.439 -0.22 -0.24 -0.08
H 7.837 23.801 -33.932 -0.27 -0.49 -0.17
H 9.520 34.672 -37.523 0.57 0.20 0.45
H 16.817 26.282 -32.342 0.16 -0.19 -0.04
H 11.378 24.580 -33.081 -0.01 -0.39 -0.12
H 7.861 23.010 -40.827 0.28 -0.30 -0.24
H 10.193 36.051 -39.129 -0.23 0.58 -0.58
H 10.089 30.994 -40.189 0.18 0.23 0.05
H 10.147 30.810 -37.681 0.38 0.39 -0.01
H 16.241 30.362 -29.784 -0.20 -0.41 -0.10
H 3.238 27.005 -29.490 -0.05 0.11 -0.36
H 8.578 22.290 -32.152 -0.07 -0.58 0.26
H 2.607 32.387 -34.755 -0.10 -0.14 0.13
H 4.044 33.382 -34.780 0.28 -0.03 0.16
H 7.013 21.003 -30.954 0.20 0.11 0.59
H 12.809 26.300 -32.162 0.24 0.02 0.03
H 9.528 28.622 -31.633 -0.14 -0.10 -0.23
H 11.824 31.095 -32.202 0.20 -0.30 -0.26
H 13.037 24.884 -28.713 0.23 -0.64 0.05
H 12.417 31.675 -40.927 0.00 -0.73 -0.76
H 3.008 28.794 -29.785 0.15 -0.39 -0.63
H 4.851 29.866 -30.486 -0.64 0.12 -0.55
H 14.404 27.542 -28.669 0.16 -0.08 -0.14
H 8.531 29.935 -33.329 -0.13 0.12 -0.11
H 11.881 26.295 -30.664 -0.28 -0.72 -0.09
H 2.698 31.998 -30.800 0.57 0.32 0.17
H 17.414 27.145 -33.768 -0.01 -0.04 -0.13
H 10.807 31.710 -33.332 0.24 0.14 0.13
H 11.652 33.576 -39.488 0.51 -0.36 0.65
H 9.167 32.540 -34.817 0.17 0.44 0.26
H 8.164 31.702 -36.245 0.11 -0.06 -0.12
H 9.366 33.300 -38.492 0.31 0.09 -0.60
H 5.940 27.180 -30.900 0.01 0.17 -0.11
H 7.473 21.953 -39.506 0.19 -0.18 0.20
H 15.459 23.567 -32.151 -0.13 -0.26 -0.05
H 9.722 24.305 -36.093 -0.51 -0.03 0.36
H 5.060 21.821 -32.404 0.49 -0.61 0.01
H 6.864 28.122 -35.297 0.26 0.43 -0.58
H 7.850 22.870 -37.278 -0.27 -0.01 -0.38
H 3.533 20.319 -31.777 -0.20 -0.12 0.14
H 6.598 30.550 -29.046 -0.08 -0.21 -0.07
H 2.989 20.279 -30.075 -0.20 0.18 -0.04
H 15.217 31.288 -28.761 -0.19 0.56 -0.08
H 5.484 26.193 -28.682 -0.21 0.19 -0.69
H 13.313 31.146 -30.233 0.00 -0.18 0.35
H 14.644 23.140 -27.785 -0.11 -0.07 -0.07
H 10.217 34.947 -40.544 -0.01 0.18 -0.26
H 9.694 25.275 -37.542 0.76 -0.81 -0.52
H 13.934 26.367 -34.493 -0.09 0.32 0.17
H 7.999 30.008 -36.462 -0.02 -0.45 0.55
H 15.560 28.254 -31.334 0.42 -0.78 -0.12
H 14.568 28.744 -41.438 0.26 0.15 -0.69
H 10.707 29.317 -36.980 -0.27 -0.28 -0.32
H 4.168 31.638 -35.176 -0.06 0.11 -0.37
H 16.283 23.125 -28.480 -0.06 -0.04 0.47
H 16.917 24.069 -31.358 0.07 -0.07 0.33
H 15.141 31.155 -32.281 -0.16 0.35 0.17
H 10.939 36.622 -42.071 0.08 0.29 -0.28
H 12.876 28.432 -35.132 -0.05 -0.08 -0.04
H 11.483 29.494 -33.846 -0.22 -0.64 -0.23
H 2.491 30.299 -30.905 -0.05 0.00 0.28
H 9.815 27.040 -29.909 0.08 0.12 0.01
H 5.187 27.177 -27.324 0.17 0.05 0.21
H 9.018 34.854 -33.230 0.12 -0.09 0.14
H 5.068 29.144 -28.732 0.02 -0.03 0.07
H 0.856 29.919 -27.578 -0.11 0.09 -0.42
H 13.823 25.394 -27.281 0.55 0.41 0.08
H 1.808 31.335 -27.224 0.50 -0.05 0.08
H 7.287 30.930 -35.024 0.14 -0.71 0.41
H 7.383 28.249 -27.444 -0.36 0.43 -0.18
H 17.404 33.624 -30.482 -0.14 0.37 0.17
H 4.889 28.679 -32.017 0.08 0.36 -0.15
H 3.209 27.530 -27.097 -0.11 0.15 0.28
H 7.972 24.434 -30.999 0.14 -0.12 0.05
H 14.445 29.930 -43.561 0.05 -0.16 -0.01
H 14.956 31.092 -42.387 -0.20 0.21 0.32
H 5.318 28.020 -33.543 0.48 -0.31 -0.15
H 7.172 30.479 -30.717 0.13 0.12 -0.13
H 17.524 32.420 -29.218 -0.01 0.37 0.52
H 5.668 32.193 -31.392 -0.22 0.65 0.19
H 13.090 29.066 -39.745 0.09 -0.02 0.05
H 8.839 27.097 -36.302 0.01 0.16 -0.17
H 16.180 33.685 -29.130 0.37 0.15 0.28
H 9.168 28.664 -34.362 -0.01 0.12 -0.56
H 9.594 32.103 -30.333 -0.16 -0.36 -0.33
H 10.199 25.624 -33.745 -0.56 0.04 0.13
H 7.362 26.534 -27.512 0.15 -0.07 0.02
H 14.158 22.899 -30.563 -0.23 0.07 0.26
H 11.937 30.323 -37.606 -0.10 0.69 -0.06
H 12.594 31.552 -39.342 -0.36 -0.55 0.60
H 13.095 24.942 -31.045 -0.57 -0.15 0.04
H 2.035 30.558 -28.820 -0.42 0.23 -0.01
H 14.637 21.542 -29.486 -0.13 -0.07 -0.33
H 8.145 26.304 -34.885 0.37 -0.41 -0.04
```
Positions in Å, forces in eV/Å.

- HOMO-LUMO gap: 0.3317 Eh
- Highest occupied orbital energy: -8.426 eV
- SMILES string: COC[C@H](C)N.COC[C@H](C)N.COCCNCCOC.COCCNCCOC.COCCNCCOC.COCCNCCOC.COCCNCCOC.COCCNCCOC.COCCNCCOC.CO.CO.CO